Computed, not measured: one molecule with the formula C13H16OSe in a non-equilibrium geometry, with the ωB97M-V functional and the def2-TZVPD basis.

Output
HOMO = -8.23 eV
SMILES string = C=C[C@H]([Se]c1ccccc1)[C@H](O)/C=C/C
total charge = 0
HOMO-LUMO gap = 8.85 eV

Last column: natural (NBO) charge in e.
CARTESIAN COORDINATES (ANGSTROEM)
C1 -0.6473 1.3682 -1.1767  -0.359
C2 -0.3578 0.1216 -0.6567  -0.245
C3 -0.7324 -0.1230 0.6956  -0.333
Se1 0.8844 -0.0012 2.0245  0.272
C4 1.1946 1.8353 1.5351  -0.195
C5 2.4714 2.0924 0.9481  -0.228
C6 2.8012 3.3667 0.5726  -0.198
C7 1.9317 4.3261 1.0130  -0.222
C8 0.6831 4.1129 1.4886  -0.212
C9 0.2531 2.8294 1.7564  -0.232
C10 -1.3125 -1.5511 1.0868  0.046
O1 -1.1177 -2.0757 2.4546  -0.718
C11 -0.7921 -2.6596 0.1751  -0.222
C12 -1.3230 -3.3474 -0.8632  -0.155
C13 -0.5385 -4.3742 -1.6747  -0.632
H1 -0.2838 1.7220 -2.2396  0.206
H2 -1.0480 2.1815 -0.5791  0.192
H3 0.2720 -0.5069 -1.2525  0.229
H4 -1.3453 0.6949 1.0379  0.217
H5 3.0794 1.2192 0.7483  0.223
H6 3.8589 3.4554 0.0063  0.229
H7 2.2477 5.3354 0.7110  0.210
H8 0.0498 4.9680 1.5874  0.217
H9 -0.7207 2.6348 2.1374  0.217
H10 -2.4361 -1.6000 0.9419  0.185
H11 -1.5048 -1.3659 3.1306  0.478
H12 0.2277 -3.0859 0.4597  0.200
H13 -2.3464 -3.1768 -1.2103  0.192
H14 0.4933 -4.4761 -1.4317  0.212
H15 -0.6157 -4.2016 -2.7284  0.214
H16 -1.0376 -5.2443 -1.4769  0.214

***

Computed, not measured: one molecule with the formula C24H25N3O6S in a non-equilibrium geometry, with the ωB97M-V functional and the def2-TZVPD basis.

Output
HOMO = -8.77 eV
SMILES string = COc1ccc(C)cc1S(=O)(=O)N(CC(=O)Nc1cccc([N+](=O)[O-])c1)c1ccc(C)c(C)c1
total charge = 0
HOMO-LUMO gap = 8.36 eV

Last column: natural (NBO) charge in e.
CARTESIAN COORDINATES (ANGSTROEM)
C1 1.4383 -3.3947 -2.6164  -0.249
O1 1.6634 -2.2295 -1.8555  -0.490
C2 1.0462 -1.0864 -2.2154  0.330
C3 0.1514 -0.9474 -3.2768  -0.305
C4 -0.4339 0.2765 -3.5454  -0.148
C5 -0.1525 1.4092 -2.7877  -0.038
C6 -0.7812 2.7290 -3.1066  -0.636
C7 0.7388 1.2668 -1.7338  -0.178
C8 1.3207 0.0478 -1.4515  -0.323
S1 2.4030 -0.0321 -0.0358  2.316
O2 3.5119 -0.9156 -0.2192  -0.904
O3 2.7249 1.3253 0.3463  -0.975
N1 1.3583 -0.5625 1.1818  -0.715
C9 1.8568 -0.3684 2.5362  -0.320
C10 1.0219 0.7276 3.2112  0.682
O4 0.4630 0.5770 4.2729  -0.596
N2 0.9829 1.8439 2.4381  -0.628
C11 0.1647 2.9541 2.5597  0.167
C12 -0.5901 3.2381 3.7009  -0.215
C13 -1.4040 4.3580 3.7388  -0.189
C14 -1.4987 5.2075 2.6512  -0.232
C15 -0.7539 4.9129 1.5145  0.094
N3 -0.8740 5.7428 0.3463  0.518
O5 -1.4366 6.8099 0.4598  -0.368
O6 -0.4194 5.3120 -0.6958  -0.397
C16 0.0827 3.8098 1.4641  -0.235
C17 0.6704 -1.7642 0.8823  0.200
C18 1.2112 -3.0154 1.1372  -0.235
C19 0.5020 -4.1461 0.7782  -0.197
C20 -0.7356 -4.0593 0.1552  -0.015
C21 -1.4770 -5.3032 -0.2299  -0.632
C22 -1.2773 -2.7970 -0.1076  -0.008
C23 -2.6046 -2.6592 -0.7888  -0.633
C24 -0.5704 -1.6648 0.2676  -0.226
H1 0.3854 -3.6902 -2.5874  0.177
H2 2.0421 -4.1666 -2.1440  0.211
H3 1.7593 -3.2645 -3.6542  0.182
H4 -0.0949 -1.7949 -3.8960  0.227
H5 -1.1260 0.3535 -4.3715  0.215
H6 -0.5398 3.4753 -2.3548  0.239
H7 -0.4249 3.0889 -4.0709  0.222
H8 -1.8634 2.6304 -3.1715  0.219
H9 1.0110 2.1115 -1.1229  0.236
H10 2.9046 -0.0551 2.4955  0.237
H11 1.7771 -1.2854 3.1239  0.239
H12 1.5689 1.8114 1.5983  0.441
H13 -0.5329 2.5709 4.5452  0.259
H14 -1.9764 4.5662 4.6293  0.223
H15 -2.1378 6.0762 2.6586  0.245
H16 0.6685 3.6221 0.5775  0.237
H17 2.1863 -3.0999 1.5908  0.225
H18 0.9255 -5.1203 0.9763  0.211
H19 -0.9053 -6.1891 0.0329  0.219
H20 -1.6744 -5.3239 -1.3015  0.214
H21 -2.4381 -5.3478 0.2812  0.222
H22 -2.5938 -3.1512 -1.7612  0.214
H23 -3.3900 -3.1245 -0.1944  0.221
H24 -2.8534 -1.6116 -0.9348  0.221
H25 -0.9809 -0.6835 0.0789  0.223

***

Computed, not measured: an isolated ion of composition C5H13NO and charge +1 in a non-equilibrium geometry, with the ωB97M-V functional and the def2-TZVPD basis.

Output
multiplicity = 2
HOMO (alpha / beta) = -13.95 / -13.92 eV
total charge = +1
HOMO-LUMO gap (alpha / beta) = 10.51 / 4.57 eV

Last column: Mulliken spin population.
CARTESIAN COORDINATES (ANGSTROEM)
C1 -0.5227 -1.8549 -0.5196  -0.001
O1 0.6158 -2.5867 0.0749  0.004
C2 -1.1444 -0.7144 0.4027  0.001
C3 0.0360 -0.0693 1.2627  0.008
C4 1.2117 0.6084 0.4106  0.158
C5 0.6195 1.4809 -0.7572  0.034
N1 -0.4820 2.4951 -0.6447  0.726
H1 -0.0851 -1.4642 -1.5866  0.002
H2 -1.4222 -2.5702 -0.6825  0.000
H3 0.7547 -3.1285 -0.6392  0.000
H4 -1.6824 0.0582 -0.1117  0.004
H5 -1.8894 -1.2356 1.0388  0.004
H6 -0.3633 0.8226 1.9320  0.002
H7 0.4251 -0.8370 1.9000  0.018
H8 1.9803 1.2456 0.9618  -0.007
H9 2.0171 -0.0568 -0.1013  0.000
H10 1.4338 2.0209 -1.2588  0.062
H11 0.3293 0.7490 -1.4808  -0.017
H12 -1.4334 2.0403 -0.4735  0.005
H13 -0.3984 2.9967 0.2725  -0.005

***

Calculated relative energy (zero: lowest compared OMol25 entry of this formula, charge and spin) in order - 48.1; 91.0; 85.9 kcal per mole
Calculated DFT total energy in order - -2981.498991; -1943.372417; -327.878456 a.u.